{
  "formula": "C3H10O5",
  "method": "ωB97M-V/def2-TZVPD",
  "elements": ["H", "H", "O", "O", "O", "H", "H", "C", "H", "H", "C", "O", "H", "O", "H", "H", "H", "C"],
  "coordinates": [[0.07, -0.31, -0.09], [-2.16, -1.49, 1.54], [-0.48, -2.56, 1.28], [-1.85, 1.91, -0.28], [2.99, -1.67, -1.13], [-1.39, 2.73, 1.93], [1.50, 0.69, -3.22], [-1.00, -0.27, 0.45], [3.37, -1.92, -0.30], [2.97, -0.68, -1.05], [-1.31, 1.27, 0.55], [-0.89, 1.87, 1.64], [2.29, 1.82, -2.41], [2.40, 1.13, -3.18], [-1.58, -0.53, -0.44], [-0.97, -0.84, 2.55], [-0.30, -2.84, 0.41], [-1.21, -1.34, 1.41]],
  "spin_multiplicity": 2,
  "total_charge": 1,
  "s2": 0.76,
  "homo_lumo_gap_ha": [0.393, 0.121],
  "e_tot_ha": -496.0402,
  "relative_energy_kcal_mol": 43.6
}